{"formula": "C40H62BrClFNO26S2", "method": "the ωB97M-V functional and the def2-TZVPD basis", "homo_lumo_gap_ev": 8.9, "e_homo_ev": -8.83, "total_energy_ev": -204162.7766, "mol_weight_da": 1171.41, "charge": 0, "e_lumo_ha": 0.00144, "species": ["Br", "H", "C", "C", "C", "H", "H", "H", "C", "O", "H", "H", "H", "N", "H", "H", "C", "H", "H", "H", "O", "H", "H", "C", "H", "C", "C", "H", "C", "O", "H", "C", "C", "H", "H", "C", "C", "H", "H", "O", "H", "H", "H", "H", "S", "H", "H", "O", "O", "C", "H", "H", "O", "C", "C", "O", "H", "O", "H", "S", "H", "H", "C", "C", "O", "O", "C", "H", "O", "H", "H", "H", "C", "O", "H", "C", "H", "O", "H", "H", "O", "H", "H", "C", "H", "H", "H", "O", "F", "H", "O", "C", "C", "C", "H", "H", "O", "Cl", "C", "H", "O", "C", "H", "C", "C", "H", "H", "C", "C", "C", "C", "C", "H", "H", "O", "C", "O", "O", "C", "C", "H", "H", "C", "C", "H", "H", "H", "O", "O", "O", "H", "C", "H", "O"], "xyz": [[2.22674, 6.91016, 2.76963], [-5.87296, 8.58711, 1.70039], [0.66450, 3.87478, 2.78705], [-5.36771, 5.85473, 5.67914], [-2.12599, 1.62213, 0.07751], [-5.90247, 4.66732, -0.24437], [-4.63226, 5.34185, 6.29398], [-1.09278, 5.00993, 3.15015], [3.10332, 3.83640, 5.10407], [0.95035, -5.27869, -2.52781], [-3.88743, -7.03090, -1.12306], [4.86689, -15.96401, -5.63969], [2.48469, -7.07316, -2.85170], [2.33682, 0.09869, 1.56289], [-0.18459, 2.73570, 4.47381], [-4.93407, 7.68610, 0.52201], [10.44428, 1.34865, 0.13252], [-6.83680, -3.31207, -0.36253], [-2.80356, 1.07882, 0.73552], [-0.62259, -2.94943, -1.68354], [9.15040, 0.77245, 0.31108], [-5.91638, -2.33047, -1.54292], [-2.14716, 1.20504, -0.92860], [0.33095, 6.44728, 2.48872], [2.66097, -11.46066, -4.85652], [-3.67555, 3.28078, -0.43196], [3.53382, -7.23702, -2.62273], [1.91039, -3.24674, -2.45872], [0.45024, -1.16288, 2.59394], [3.81796, -8.63738, -2.52767], [-3.75952, -7.51736, -2.81515], [-7.15053, 9.74906, -0.91989], [-7.77617, 10.65262, 1.12857], [1.72286, 4.60604, 1.05219], [5.99165, 1.34469, -1.79611], [0.97319, 1.49961, 3.15075], [-0.11106, -3.54609, -0.90562], [5.73008, 2.37882, -0.35854], [-7.57741, 10.49573, 2.18649], [-6.68036, 7.09435, 3.74347], [-1.02324, 6.99258, 0.80753], [-5.26467, 4.76813, -1.91495], [-6.46639, 7.01931, 1.09404], [10.73161, 1.33130, -0.91795], [0.72671, -0.06308, 4.00653], [3.33393, -14.32004, -10.94010], [3.11398, -15.72849, -5.36210], [3.02224, 5.37238, 7.25390], [-4.75521, 6.11346, 4.41521], [-5.21150, -4.85582, -1.73497], [-5.78205, 7.93764, -3.20830], [5.02155, 0.76267, -0.43702], [5.15721, 4.80000, 7.73221], [3.59554, -9.31967, -3.64967], [3.53232, -14.06870, -9.90133], [3.89786, -10.60093, -3.42244], [2.25324, 3.41571, 5.64033], [4.23349, 3.96026, 5.97000], [4.51871, -13.61222, -9.83220], [1.39170, -4.22396, -1.65532], [-1.12144, 1.53155, 0.48765], [-0.19892, 5.43021, 0.56965], [3.86718, -16.33139, -5.86790], [-3.83180, -6.66321, -2.14718], [-2.45688, 3.01091, 0.03386], [8.30199, 2.39572, -1.01504], [-0.68926, -2.92526, 1.44504], [6.05111, 5.57638, 9.38594], [-3.83372, 4.60592, -0.41279], [-0.82894, -4.33633, -0.64453], [-0.23963, 7.25119, 2.97358], [-7.47021, 11.66218, 0.85881], [1.48004, 3.73993, 1.66465], [3.64267, -16.34024, -7.27792], [-1.48952, -3.66676, 1.46341], [0.41920, 2.72651, 3.56300], [4.90360, 6.67169, 8.60106], [2.35681, -4.62719, -0.67749], [1.78513, -1.54289, -0.49903], [-7.61715, -2.72064, -1.83656], [3.94242, -14.09920, -7.28791], [-5.64717, 6.78633, 6.16930], [10.46857, 2.36700, 0.51811], [-6.68519, -3.09173, -1.41824], [11.14692, 0.74225, 0.69854], [0.14828, 5.31434, 4.34927], [0.69260, 6.93835, 0.42954], [-6.38659, 8.79456, -1.46263], [-1.27349, -2.29490, 3.67867], [2.84386, 4.80264, 4.67098], [3.48664, -15.28661, -9.15629], [-5.10468, 5.05672, -0.87624], [3.71359, -15.13767, -7.85098], [-0.10104, 6.43174, 1.00532], [2.76623, -13.37658, -9.55456], [-5.10813, 6.13921, -0.81268], [-7.84027, 10.52612, -1.52089], [3.06962, 2.49430, -0.17839], [-6.43756, 8.74501, -2.89074], [4.34594, -11.15725, -5.37741], [-4.85911, 6.92460, 2.41695], [1.79925, 1.37855, 1.96785], [-8.84041, 10.51314, 0.94712], [-0.00051, 5.16156, 3.26857], [0.13717, -2.68904, 0.33268], [-6.07865, 9.67877, -3.32058], [4.16984, -6.76777, -3.37367], [5.08739, 5.63673, 8.88652], [1.33055, -0.91782, 1.47849], [2.06061, 2.52108, 1.24488], [4.03577, 4.77091, 7.00887], [5.88306, 1.36216, -0.71119], [3.75281, -6.79069, -1.65628], [4.31483, 5.28638, 9.56978], [-5.01143, -5.94021, -2.48672], [-0.51667, -2.13845, 2.57696], [-4.49350, -4.45890, -0.84978], [-6.34259, -4.27832, -2.13717], [1.14179, -1.71602, 0.36753], [-5.58987, 7.59823, 1.38235], [3.78376, -17.35873, -5.52276], [3.37965, 3.15586, 4.30158], [-5.54545, 6.74641, 3.54278], [8.17225, 1.41460, -0.33105], [-2.94821, -6.03926, -2.27748], [3.98213, -12.46347, -4.24381], [-7.44936, 8.53139, -3.23185], [-4.48930, 2.47532, -0.80053], [-7.00988, 9.68342, 0.40748], [7.02671, 0.77890, -0.08207], [3.06543, -0.20314, 2.21094], [3.70593, -11.45756, -4.54947], [-6.23754, 5.21011, 5.56044], [3.19296, -8.86414, -4.68847]], "atomic_forces_ev_per_a": [[-0.3, 0.1, -0.2], [0.0, -0.1, 0.3], [0.2, -0.5, 0.6], [0.0, -0.1, 0.3], [0.1, -0.3, 0.1], [0.0, -0.1, -0.1], [0.1, 0.0, -0.2], [0.3, 0.1, 0.0], [-0.2, 0.0, -0.2], [-0.4, 0.5, -0.6], [0.0, 0.1, 0.0], [-0.1, 0.1, 0.0], [0.1, 0.0, -0.1], [-0.4, 0.1, 0.1], [0.1, 0.2, -0.3], [0.2, 0.0, 0.2], [0.3, 0.0, 0.0], [0.1, 0.0, 0.0], [-0.1, 0.0, -0.1], [0.4, -0.2, 0.1], [0.0, 0.0, 0.0], [0.1, -0.1, 0.1], [-0.1, -0.1, 0.1], [-1.1, -0.2, 0.3], [0.1, 0.1, -0.1], [0.0, 0.1, 0.1], [0.0, 0.3, 0.1], [-0.2, 0.2, 0.4], [1.7, 2.0, -0.2], [0.1, 0.0, 0.0], [-0.2, 0.1, -0.1], [0.0, 0.0, 0.1], [-0.1, 0.2, 0.3], [-0.1, -0.2, 0.2], [0.1, 0.1, 0.0], [0.5, -0.3, -1.3], [-0.1, 1.3, 0.3], [0.2, 0.0, -0.1], [0.1, -0.2, -0.1], [0.0, 0.0, 0.0], [0.1, -0.2, 0.4], [0.0, -0.2, 0.1], [-0.1, 0.1, 0.1], [-0.1, 0.1, 0.0], [-0.5, 0.0, -0.1], [0.0, -0.2, 0.1], [0.1, 0.1, 0.0], [0.0, 0.0, 0.0], [0.0, 0.0, 0.0], [-0.1, 0.0, -0.1], [0.0, 0.0, 0.2], [0.2, -0.2, 0.2], [0.0, 0.0, 0.0], [0.0, 0.0, 0.1], [0.0, 0.2, -0.2], [0.0, 0.0, 0.0], [0.0, 0.1, 0.1], [0.0, 0.0, 0.0], [-0.1, 0.0, 0.1], [-0.6, -2.0, 0.0], [0.0, 0.3, -0.1], [-0.1, 0.2, 0.3], [0.0, -0.1, 0.3], [0.4, -0.3, 0.1], [0.2, 0.1, 0.1], [0.0, 0.0, 0.0], [0.2, 0.3, 0.0], [0.0, -0.1, -0.2], [0.1, 0.0, 0.0], [0.7, -0.3, -0.3], [0.5, -0.1, 0.0], [-0.1, 0.0, -0.1], [0.4, 0.3, -0.5], [0.0, 0.0, 0.0], [0.3, 0.1, -0.2], [0.6, -1.4, -0.5], [-0.1, -0.1, 0.0], [0.2, 1.0, 0.4], [-0.2, -0.1, 0.2], [0.0, -0.2, -0.1], [0.0, 0.0, 0.0], [-0.1, 0.0, -0.1], [-0.1, 0.0, -0.1], [-0.2, 0.3, 0.1], [-0.2, -0.1, 0.0], [0.2, -0.1, -0.4], [-0.4, -0.2, 0.1], [0.0, 0.0, 0.1], [0.0, -0.2, -0.4], [-0.1, -0.1, 0.1], [0.0, 0.0, 0.0], [-0.3, 0.1, -0.1], [0.0, -0.1, -0.1], [1.0, 0.3, -0.5], [0.1, 0.0, 0.1], [0.2, 0.0, 0.0], [0.0, 0.0, 0.0], [-0.7, 0.2, 0.5], [0.1, -0.1, -0.3], [-0.1, 0.1, 0.0], [0.1, -0.2, -0.1], [-0.5, -0.3, 1.1], [0.0, 0.1, -0.1], [-0.3, 0.1, -0.7], [-0.4, -0.6, 0.3], [-0.1, 0.0, 0.0], [-0.1, -0.1, -0.1], [0.1, 0.1, 0.2], [-1.5, -0.9, 1.2], [-0.7, 0.7, 0.5], [0.1, 0.0, 0.0], [0.0, -0.1, -0.2], [0.0, -0.2, 0.1], [-0.1, 0.1, -0.1], [-0.1, 0.1, 0.1], [0.3, 0.2, -0.1], [0.0, -0.1, -0.1], [0.0, 0.0, 0.0], [0.2, 0.3, -0.5], [0.2, -0.2, 0.1], [0.0, 0.0, -0.2], [0.2, 0.0, 0.1], [0.1, 0.0, -0.1], [0.0, -0.1, 0.1], [0.0, 0.0, 0.1], [0.1, 0.1, 0.2], [0.0, 0.1, 0.0], [0.0, 0.0, 0.0], [-0.3, 0.4, -0.5], [0.1, 0.0, 0.0], [-0.1, 0.1, -0.1], [0.0, -0.3, -0.2], [-0.1, 0.1, 0.0], [0.0, 0.0, 0.0]], "lowdin_charge": [0.705, 0.078, -0.230, -0.043, -0.029, 0.106, 0.092, 0.136, -0.045, -0.361, 0.099, 0.098, 0.072, 0.042, 0.125, 0.084, -0.043, 0.098, 0.101, 0.119, 0.004, 0.097, 0.100, -0.698, 0.098, -0.619, -0.041, 0.086, -0.339, 0.008, 0.096, -0.604, -0.020, 0.079, 0.102, -0.418, -0.195, 0.060, 0.097, 0.126, 0.079, 0.101, 0.107, 0.097, 1.032, 0.093, 0.096, 0.122, -0.001, -0.619, 0.091, 0.047, 0.005, -0.623, -0.040, 0.000, 0.096, 0.015, 0.098, 0.672, 0.083, 0.067, -0.041, -0.040, -0.001, 0.125, 0.054, 0.092, 0.008, 0.111, 0.086, 0.101, -0.077, 0.006, 0.137, -0.062, 0.098, -0.325, 0.124, 0.094, 0.119, 0.098, 0.098, -0.038, 0.092, 0.121, 0.064, -0.014, 0.064, 0.045, 0.006, -0.037, -0.621, -0.123, 0.098, 0.062, 0.141, 0.764, -0.031, 0.098, 0.014, -0.294, 0.102, -0.196, -0.237, 0.100, 0.101, -0.044, -0.239, -0.549, -0.618, -0.097, 0.085, 0.097, 0.009, -0.287, 0.109, 0.007, 0.014, -0.044, 0.093, 0.095, -0.619, -0.621, 0.092, 0.089, 0.101, 0.128, -0.054, 0.007, 0.143, -0.044, 0.098, 0.123]}